Version a
{
  "formula": "C6H9NO2",
  "method": "ωB97M-V with the def2-TZVPD basis set",
  "species": ["O", "C", "C", "C", "N", "C", "C", "O", "C", "H", "H", "H", "H", "H", "H", "H", "H", "H"],
  "positions_angstrom": [[0.079, -0.452, -2.575], [-0.219, -0.317, -1.386], [-0.392, 0.949, -0.750], [0.674, 1.188, 0.571], [1.671, 0.164, 0.194], [1.129, -1.116, 0.534], [-0.285, -1.351, -0.230], [-1.342, -0.711, 0.508], [-1.765, 0.526, -0.176], [-0.509, 1.876, -1.334], [0.046, 0.757, 1.557], [1.107, 2.322, 0.614], [2.337, 0.230, 0.893], [1.819, -1.951, 0.543], [0.736, -1.013, 1.653], [-0.415, -2.474, -0.465], [-2.583, 0.385, -0.964], [-2.088, 0.988, 0.812]],
  "mulliken_charge": [-0.59, 0.06, 0.26, -0.64, -0.45, -0.89, 0.25, -0.45, -0.56, 0.42, 0.26, 0.31, 0.29, 0.50, 0.29, 0.35, 0.28, 0.30],
  "smiles": "O=C1[C@@H]2CNC[C@H]1OC2",
  "total_charge": 0,
  "e_homo_ha": -0.3464
}

Version b
{
  "formula": "C6H9NO2",
  "method": "ωB97M-V with the def2-TZVPD basis set",
  "species": ["C", "C", "C", "C", "C", "N", "C", "O", "H", "H", "H", "H", "H", "H", "H", "O", "H", "H"],
  "positions_angstrom": [[-0.554, 2.382, 1.995], [-0.303, 1.431, 2.707], [-0.335, 0.187, 3.443], [0.777, -0.826, 3.261], [-0.577, -1.118, 2.701], [-0.801, -1.047, 1.289], [-1.281, -2.315, 0.405], [-0.599, -3.326, 0.369], [-1.008, 2.964, 1.211], [-0.774, 0.262, 4.439], [1.104, -1.388, 4.136], [1.561, -0.567, 2.549], [-1.171, -1.876, 3.217], [-0.187, -0.395, 0.811], [-2.373, -2.442, 0.559], [-2.098, -0.341, -1.170], [-1.858, 0.058, -0.089], [-2.951, -0.740, -1.431]],
  "mulliken_charge": [0.02, -0.66, -0.07, -0.69, -0.28, -0.45, 0.10, -0.42, 0.38, 0.37, 0.26, 0.28, 0.36, 0.42, 0.35, -0.74, 0.45, 0.31],
  "smiles": "C#C[C@@H]1C[C@@H]1NC=O.O",
  "total_charge": 0,
  "e_homo_ha": -0.3303
}

Version c
{
  "formula": "C6H9NO2",
  "method": "ωB97M-V with the def2-TZVPD basis set",
  "species": ["C", "C", "C", "C", "C", "O", "H", "H", "H", "H", "H", "H", "H", "H", "N", "C", "O", "H"],
  "positions_angstrom": [[0.982, -1.317, 0.135], [-0.095, -0.256, 0.332], [-1.386, -0.922, 0.776], [0.417, 0.860, 1.283], [-0.471, 1.502, 0.371], [-1.133, 2.307, -0.149], [1.191, -1.853, 1.066], [1.924, -0.895, -0.207], [0.639, -2.076, -0.569], [-2.128, -0.232, 1.183], [-1.824, -1.436, -0.079], [-1.220, -1.605, 1.615], [1.454, 1.118, 1.076], [0.148, 0.881, 2.344], [0.080, -0.448, -2.701], [0.284, 0.453, -1.979], [0.842, 1.679, -1.956], [0.295, 2.239, -2.542]],
  "mulliken_charge": [-1.63, 0.93, -1.64, -0.60, 0.57, -0.44, 0.45, 0.40, 0.42, 0.36, 0.37, 0.35, 0.27, 0.30, -0.54, 0.51, -0.43, 0.35],
  "smiles": "CC1(C)CC1=O.N#CO",
  "total_charge": 0,
  "e_homo_ha": -0.3014
}

Least stable of them? version b.

Version a
{
  "formula": "C6H9NO2",
  "method": "ωB97M-V with the def2-TZVPD basis set",
  "species": ["H", "N", "C", "C", "C", "C", "O", "C", "O", "C", "H", "H", "H", "H", "H", "H", "H", "H"],
  "positions_angstrom": [[-2.283, -1.824, 2.812], [-1.666, -0.997, 2.551], [-1.975, -0.576, 1.264], [-1.194, 0.703, 0.521], [0.243, 0.099, 0.012], [1.617, 1.003, 0.195], [2.558, 0.257, -0.705], [1.885, -0.694, -1.650], [2.370, -1.775, -2.269], [0.356, -0.042, -1.650], [-2.827, -1.197, 0.714], [-1.096, 1.626, 1.235], [-1.799, 1.020, -0.459], [0.372, -0.985, 0.449], [1.657, 2.076, -0.293], [1.808, 0.942, 1.348], [-0.533, -0.690, -2.048], [0.505, 1.055, -2.028]],
  "mulliken_charge": [0.26, -0.57, -0.10, -0.40, -0.19, -0.44, -0.33, 0.51, -0.54, -0.62, 0.27, 0.32, 0.27, 0.34, 0.28, 0.30, 0.34, 0.30],
  "smiles": "[H]/N=C/C[C@@H]1COC(=O)C1",
  "total_charge": 0,
  "e_homo_ha": -0.3774
}

Version b
{
  "formula": "C6H9NO2",
  "method": "ωB97M-V with the def2-TZVPD basis set",
  "species": ["C", "C", "C", "C", "C", "C", "N", "O", "O", "H", "H", "H", "H", "H", "H", "H", "H", "H"],
  "positions_angstrom": [[-0.544, 0.635, 0.309], [1.669, -0.361, -0.109], [-1.617, 1.401, 0.365], [-0.272, -1.566, 0.591], [-1.197, -2.212, -0.412], [1.390, 2.049, -0.222], [0.774, 0.718, -0.032], [2.841, -0.375, -0.324], [1.029, -1.542, 0.150], [-1.903, 2.380, -0.007], [-2.572, 0.937, 0.908], [-0.169, -1.921, 1.669], [-1.017, -1.747, -1.333], [-2.290, -2.102, -0.201], [-0.890, -3.263, -0.383], [2.274, 1.752, -0.890], [0.818, 2.762, -0.758], [1.676, 2.454, 0.680]],
  "mulliken_charge": [0.36, 0.61, -0.77, 0.00, -1.05, -1.07, 0.03, -0.55, -0.32, 0.34, 0.17, 0.27, 0.29, 0.32, 0.34, 0.31, 0.38, 0.34],
  "total_charge": 0,
  "e_homo_ha": -0.3170
}

Version c
{
  "formula": "C6H9NO2",
  "method": "ωB97M-V with the def2-TZVPD basis set",
  "species": ["O", "C", "C", "C", "C", "O", "H", "H", "H", "H", "H", "H", "C", "C", "N", "H", "H", "H"],
  "positions_angstrom": [[-4.375, 0.144, 0.877], [-3.956, -0.168, -0.441], [-2.549, -0.520, -0.417], [-1.412, -0.826, -0.156], [0.057, -0.649, -0.044], [0.529, 0.640, -0.461], [-3.659, -0.100, 1.470], [-4.507, -1.031, -0.851], [-4.191, 0.692, -1.093], [0.367, -0.928, 0.960], [0.574, -1.336, -0.732], [0.205, 1.225, 0.236], [3.823, 0.993, 0.078], [3.797, -0.473, 0.189], [3.817, -1.642, 0.171], [3.062, 1.381, 0.758], [4.823, 1.305, 0.381], [3.596, 1.293, -0.927]],
  "mulliken_charge": [-0.51, -0.36, -0.36, 0.40, -0.43, -0.48, 0.30, 0.23, 0.25, 0.32, 0.31, 0.30, -0.66, 0.34, -0.43, 0.20, 0.32, 0.25],
  "smiles": "OCC#CCO.CC#N",
  "total_charge": 0,
  "e_homo_ha": -0.3724
}

Least stable of them? version a.

Version a
{
  "formula": "C7H8",
  "method": "ωB97M-V with the def2-TZVPD basis set",
  "species": ["C", "C", "C", "C", "C", "C", "C", "H", "H", "H", "H", "H", "H", "H", "H"],
  "positions_angstrom": [[2.137, -1.278, 0.503], [1.091, -0.708, 0.282], [-0.172, 0.010, 0.000], [-0.982, -0.731, -1.070], [-0.959, 0.243, 1.294], [0.245, 1.295, -0.532], [0.756, 2.309, -0.957], [3.058, -1.777, 0.694], [-0.400, -0.810, -1.993], [-1.893, -0.164, -1.282], [-1.241, -1.730, -0.716], [-1.219, -0.713, 1.750], [-0.359, 0.832, 1.995], [-1.869, 0.804, 1.061], [1.807, 2.419, -1.030]],
  "mulliken_charge": [0.05, -1.17, 2.12, -1.43, -1.43, -0.74, -0.38, 0.47, 0.36, 0.37, 0.37, 0.37, 0.37, 0.37, 0.30],
  "smiles": "C#CC(C)(C)C#C",
  "total_charge": 0,
  "e_homo_ha": -0.3684
}

Version b
{
  "formula": "C7H8",
  "method": "ωB97M-V with the def2-TZVPD basis set",
  "species": ["C", "C", "C", "C", "C", "C", "C", "H", "H", "H", "H", "H", "H", "H", "H"],
  "positions_angstrom": [[2.648, 0.004, 0.234], [3.900, -0.460, 0.211], [-0.909, 0.745, 0.480], [-1.428, -0.619, -0.134], [0.292, 1.152, -0.270], [-0.413, -1.726, -0.081], [1.512, 0.457, 0.004], [-1.827, 1.236, 0.224], [-0.816, 0.565, 1.527], [-2.291, -0.814, 0.464], [-1.616, -0.483, -1.222], [0.074, 1.102, -1.329], [0.496, 2.327, -0.201], [0.115, -1.973, 0.881], [0.264, -1.514, -0.787]],
  "mulliken_charge": [0.22, -0.77, -0.49, -0.50, -0.80, -1.04, 0.56, 0.31, 0.40, 0.39, 0.33, 0.36, 0.32, 0.32, 0.40],
  "total_charge": 0,
  "e_homo_ha": [-0.2518, -0.2519]
}

Least stable of them? version b.